18
Properties=species:S:1:pos:R:3:lowdin_charge:R:1 method="wB97M-V/def2-TZVPD" e_lumo_ev=4.0 charge=-1 orbital_gap_ev=6.76 relative_energy_ev=2.652
C 0.3156 -0.4755 2.2189 -0.133
C 0.1118 -0.6917 0.6968 -0.391
N 1.3009 -0.9361 -0.2432 0.024
C -0.8455 0.4320 0.2114 -0.295
N -0.2158 1.3233 -0.7268 -0.084
C -0.4167 0.8739 -2.2297 -0.535
O 0.3662 -0.0630 -2.5935 -0.293
H 1.2465 0.1110 2.5474 0.077
H -0.2883 0.2438 2.7388 0.023
H 0.2804 -1.3707 2.9240 0.065
H -0.5602 -1.6880 0.6356 0.137
H 1.3854 -1.8809 -0.4038 0.001
H 1.0798 -0.5718 -1.1872 -0.005
H -1.7701 -0.0844 -0.2507 0.114
H -1.3558 0.8964 1.0701 0.073
H 0.7477 1.3130 -0.3959 0.076
H 0.1285 1.7570 -2.5361 0.056
H -1.5104 0.8117 -2.4762 0.091

***

11
Properties=species:S:1:pos:R:3:lowdin_charge:R:1 method="wB97M-V/def2-TZVPD" e_lumo_ev=-5.6 charge=+1 orbital_gap_ev=9.57 relative_energy_ev=1.858
C 0.4884 -0.5457 1.7919 0.165
N 1.4322 -1.1613 1.1183 0.202
H -0.2593 0.1936 1.2199 0.155
H 0.5498 -0.3833 2.9012 0.134
H 2.2419 -1.5127 1.5213 0.122
H 1.2285 -1.2060 0.1028 0.145
O 0.1493 0.6047 -0.8726 0.009
C -0.8191 0.6708 -1.6012 -0.313
O -1.6203 1.7975 -1.5860 0.045
H -1.0278 -0.1355 -2.2181 0.119
H -2.3635 1.6780 -2.3776 0.216

***

191
Properties=species:S:1:pos:R:3:lowdin_charge:R:1 method="wB97M-V/def2-TZVPD" e_lumo_ev="-1.6 / -1.6" orbital_gap_ev="3.12 / 3.13"
Ti 0.0738 -0.5007 -0.2029 1.257
C 6.5163 -1.9817 4.4923 -0.039
C 5.8084 -1.4361 3.2468 -0.510
C 6.6092 -1.7886 1.9863 -0.033
C 5.6855 0.0831 3.3694 -0.043
C 4.3930 -2.0282 3.0862 -0.416
O 3.4020 -1.3461 2.9599 0.100
N 4.3876 -3.3908 3.0682 0.149
C 3.3489 -4.3170 2.8317 -0.218
C 3.6242 -5.6050 3.3557 -0.096
C 2.9409 -6.8226 3.1916 -0.169
C 2.0237 -7.1856 2.2602 -0.138
C 1.5992 -6.2907 1.1370 -0.263
C 2.1865 -4.0175 2.1883 -0.110
C 1.5785 -2.8291 1.4979 -0.206
C 2.4527 -2.0925 0.5565 -0.209
C 3.7102 -2.4911 0.0784 -0.020
C 4.1183 -1.5150 -0.8100 0.000
C 3.0888 -0.5561 -0.8541 -0.240
N 2.0685 -0.9291 -0.0048 0.042
C 3.0572 0.5983 -1.6532 -0.071
C 1.9571 1.4354 -1.7360 -0.233
C 1.9506 2.6645 -2.4638 0.025
C 0.6771 3.1341 -2.4518 0.003
C -0.1178 2.1603 -1.7678 -0.228
C -1.5222 2.1614 -1.7448 -0.097
C -2.2258 1.2697 -0.9253 -0.230
N -1.6142 0.5268 0.0455 0.000
C -2.6073 0.2114 0.9536 -0.256
C -2.3394 -0.2068 2.2500 -0.091
C -1.0806 -0.7165 2.6231 -0.263
C -0.7150 -1.2407 3.8815 0.036
C 0.4174 -2.0072 3.6764 0.035
C 0.7233 -1.9214 2.3144 -0.192
N -0.1361 -1.0945 1.6802 0.010
C -3.4203 0.0154 3.2409 -0.130
C -4.5482 -0.7870 3.3097 -0.032
C -5.6142 -0.4292 4.1207 -0.083
C -5.5606 0.7506 4.8456 -0.072
C -4.4322 1.5525 4.8101 0.011
C -3.3495 1.1808 4.0227 -0.151
N -2.1656 1.9027 3.9415 0.172
C -1.7553 3.0176 4.5946 -0.425
O -2.4268 3.6474 5.3801 0.089
C -0.2750 3.3342 4.3115 -0.508
C 0.5253 2.4038 5.2339 -0.022
C -0.0195 4.7871 4.7112 -0.048
C 0.1261 3.1365 2.8410 -0.030
C -3.8767 0.6200 0.4428 0.037
C -3.6452 1.2422 -0.7432 -0.009
C -2.2295 3.2186 -2.4973 -0.125
C -1.9621 3.3878 -3.8534 -0.048
C -2.5037 4.4353 -4.5733 -0.080
C -3.3348 5.3383 -3.9347 -0.070
C -3.6224 5.1861 -2.5910 -0.028
C -3.0945 4.1304 -1.8561 -0.179
N -3.2513 4.0232 -0.4689 0.157
C -4.2340 4.0774 0.4897 -0.415
O -3.8788 3.8217 1.6232 0.081
C -5.6902 4.4515 0.1902 -0.498
C -6.2362 3.8621 -1.1119 -0.034
C -5.8078 5.9826 0.2060 -0.025
C -6.5527 3.9095 1.3403 -0.043
N 0.6837 1.1694 -1.2567 0.029
C 4.1721 0.8196 -2.6146 -0.138
C 4.0345 0.2772 -3.8856 -0.024
C 5.0202 0.4149 -4.8451 -0.075
C 6.1845 1.0903 -4.5225 -0.069
C 6.3459 1.6333 -3.2603 -0.025
C 5.3359 1.5364 -2.3045 -0.188
N 5.4702 2.0344 -1.0066 0.177
C 6.0004 3.1416 -0.3982 -0.409
O 6.1259 3.0939 0.8099 0.076
C 6.3699 4.4216 -1.1598 -0.503
C 7.8947 4.4439 -1.3362 -0.027
C 5.6448 4.6187 -2.4902 -0.039
C 5.9829 5.5943 -0.2437 -0.045
H 7.4746 -1.4807 4.6122 0.086
H 6.7165 -3.0502 4.4314 0.075
H 5.9225 -1.7938 5.3835 0.092
H 7.5806 -1.3002 2.0112 0.086
H 6.0758 -1.4464 1.1032 0.064
H 6.7724 -2.8620 1.8973 0.083
H 6.6705 0.5413 3.3946 0.086
H 5.1500 0.3475 4.2781 0.089
H 5.1353 0.4888 2.5256 0.075
H 5.2633 -3.8487 3.2757 0.114
H 4.4667 -5.6615 4.0344 0.072
H 3.2272 -7.5931 3.8977 0.091
H 1.6014 -8.1798 2.3018 0.076
H 0.7445 -6.7321 0.6081 0.148
H 4.2595 -3.3692 0.3616 0.121
H 5.0329 -1.4738 -1.3720 0.120
H 2.8113 3.1112 -2.9230 0.107
H 0.3033 4.0514 -2.8661 0.114
H -1.2527 -1.1028 4.8001 0.125
H 0.9712 -2.5658 4.4020 0.125
H -4.5887 -1.6935 2.7236 0.106
H -6.4928 -1.0582 4.1615 0.101
H -6.4090 1.0533 5.4428 0.104
H -4.3809 2.4774 5.3620 0.105
H -1.4972 1.4968 3.3014 0.098
H 0.2083 2.5527 6.2645 0.094
H 1.5871 2.6276 5.1635 0.090
H 0.3750 1.3567 4.9761 0.072
H -0.3725 4.9546 5.7249 0.083
H -0.5618 5.4581 4.0494 0.090
H 1.0424 5.0146 4.6603 0.084
H 0.2696 2.0873 2.5566 0.074
H 1.0749 3.6420 2.6672 0.089
H -0.6211 3.5798 2.1835 0.084
H -4.8143 0.4671 0.9410 0.120
H -4.3590 1.6727 -1.4174 0.103
H -1.2959 2.6897 -4.3409 0.114
H -2.2604 4.5584 -5.6177 0.102
H -3.7461 6.1769 -4.4744 0.106
H -4.2312 5.9224 -2.0949 0.092
H -2.4170 3.6265 -0.0411 0.147
H -5.6855 4.1838 -1.9891 0.060
H -7.2735 4.1694 -1.2326 0.091
H -6.2184 2.7757 -1.0643 0.076
H -5.1645 6.4554 -0.5298 0.061
H -5.5322 6.3634 1.1864 0.096
H -6.8357 6.2731 -0.0016 0.091
H -6.5078 2.8238 1.3782 0.083
H -7.5873 4.2131 1.1943 0.088
H -6.2031 4.2905 2.2950 0.086
H 3.1333 -0.2729 -4.1136 0.096
H 4.8876 -0.0082 -5.8306 0.102
H 6.9731 1.1880 -5.2542 0.108
H 7.2770 2.1152 -3.0045 0.102
H 5.0804 1.4061 -0.3088 0.149
H 8.2435 3.6385 -1.9778 0.066
H 8.3766 4.3417 -0.3664 0.094
H 8.2019 5.3899 -1.7773 0.089
H 6.0081 3.9614 -3.2727 0.061
H 5.7913 5.6453 -2.8218 0.091
H 4.5769 4.4558 -2.3632 0.076
H 6.3913 5.4471 0.7516 0.083
H 4.9012 5.6717 -0.1627 0.091
H 6.3698 6.5261 -0.6493 0.086
C 0.1187 -0.7204 -3.9762 0.038
C 0.4746 -1.7361 -2.9100 -0.385
O 0.2231 -1.4912 -1.7125 -0.112
N 1.0325 -2.8957 -3.3506 0.137
C 1.9882 -3.7623 -2.6712 -0.088
C 1.7254 -4.2515 -1.2543 -0.265
C 2.7423 -5.2208 -0.8541 -0.057
C 2.7118 -6.0993 0.1526 0.000
C 1.1213 -4.9580 1.7270 -0.150
C 0.5551 -3.8712 0.7774 -0.163
N 0.7119 -3.8207 -0.6107 0.149
H -0.3930 0.1114 -3.4904 0.078
H -0.5159 -1.1298 -4.7620 0.097
H 1.0237 -0.3281 -4.4438 0.085
H 1.1447 -2.9379 -4.3545 0.150
H 2.9565 -3.2390 -2.6316 0.127
H 2.1203 -4.6382 -3.3116 0.132
H 3.6048 -5.2521 -1.5086 0.107
H 3.5498 -6.7772 0.2671 0.119
H 0.3924 -5.1914 2.5107 0.151
H -0.4913 -3.6435 0.9880 0.109
C -7.2137 -3.6958 -6.2354 -0.125
C -6.2839 -3.3630 -5.0885 -0.291
S -7.1483 -3.9102 -3.5687 0.646
O -7.1882 -5.3427 -3.5870 -0.297
O -8.3835 -3.1856 -3.4864 -0.306
C -6.0945 -3.3536 -2.1801 -0.184
C -4.8333 -4.1986 -2.0812 -0.154
N -3.8631 -3.5756 -1.2097 0.057
C -2.9448 -2.6387 -1.5639 -0.290
N -2.2495 -2.2042 -0.5308 0.144
C -2.7402 -2.8554 0.5511 -0.019
C -3.7474 -3.7178 0.1599 -0.124
N -4.4753 -4.5999 0.9566 -0.317
O -4.2069 -4.6040 2.1584 0.097
O -5.3281 -5.3226 0.4283 0.070
C -2.7673 -2.1685 -2.9589 0.031
H -6.7678 -3.4507 -7.1972 0.081
H -8.1424 -3.1433 -6.1180 0.079
H -7.4458 -4.7576 -6.2083 0.080
H -6.1056 -2.2953 -5.0025 0.096
H -5.3503 -3.9141 -5.1513 0.090
H -6.7064 -3.4517 -1.2859 0.113
H -5.8872 -2.3016 -2.3621 0.102
H -4.3801 -4.3389 -3.0650 0.121
H -5.1023 -5.1736 -1.6675 0.122
H -2.4049 -2.6663 1.5500 0.116
H -3.7249 -2.0688 -3.4646 0.078
H -2.1463 -2.8695 -3.5188 0.098
H -2.2763 -1.1993 -2.9253 0.071

***

21
Properties=species:S:1:pos:R:3:lowdin_charge:R:1 method="wB97M-V/def2-TZVPD" e_lumo_ev=0.3 orbital_gap_ev=9.26 relative_energy_ev=0.684
C 1.1508 -1.5231 0.1787 -0.083
C 1.1602 -0.0374 0.3969 -0.142
C 1.5690 0.9784 -0.3576 -0.360
C 1.3873 2.4097 0.0281 -0.072
C 2.2506 0.7308 -1.6752 -0.067
H 0.1097 -1.8449 0.2552 0.054
H 1.5441 -1.8632 -0.7722 0.065
H 1.6766 -2.0185 0.9789 0.070
H 0.6753 0.2031 1.3468 0.102
H 0.5209 2.6315 0.6348 0.071
H 1.2776 3.0127 -0.8846 0.082
H 2.2440 2.8127 0.5050 0.066
H 3.1815 1.3014 -1.7646 0.085
H 1.6217 0.8869 -2.5433 0.081
H 2.5779 -0.2890 -1.7805 0.054
O -3.8341 0.7941 1.8954 -0.055
H -2.9110 1.0430 2.0024 0.028
H -3.8196 -0.0141 1.3693 0.025
O -2.2413 -2.9083 -0.5522 -0.061
H -2.1830 -1.9632 -0.3603 0.022
H -3.0705 -3.0537 -1.0190 0.036

***

| no. | E_tot (Eh) |
| --- | --- |
| 1 | -343.6737 |
| 2 | -284.7355 |
| 3 | -5737.3100 |
| 4 | -349.3507 |